The following is a quantum chemistry calculation of C20H46O4P4Tl as an isolated structure at a distorted geometry, from OMol25.

Total charge: +3
Frontier orbital gap (spin up / spin down), eV: 2.6 / 2.7
E_HOMO (spin up / spin down), eV: -16.14 / -16.21
ΔE to the lowest compared entry with this formula, charge and spin, kcal per mole: 61.1
Max |F|, eV/Å: 4.521
Calculated total energy, a.u.: -2627.3593

Element x y z (Å)
H: -0.494 5.598 -6.139
H: 3.987 -2.008 -0.417
Tl: 0.076 0.063 0.254
P: -2.219 2.245 2.522
C: -0.669 3.626 4.302
C: 2.205 -3.163 2.879
H: 0.088 2.865 4.060
H: 1.868 3.181 -3.403
P: 1.643 -2.159 -1.085
H: -0.274 4.619 4.076
H: 3.800 -1.921 -2.205
C: 1.861 -3.973 -0.954
H: 0.937 -4.420 -0.559
H: -2.264 -2.062 -1.411
H: 3.276 -3.156 3.120
C: 3.386 -1.595 -1.241
H: 0.733 3.135 0.614
C: -2.269 0.737 4.758
C: 0.291 2.571 -4.762
H: -1.539 1.116 5.489
O: -0.870 2.221 1.486
H: 0.351 4.312 -7.194
H: -1.801 3.176 -7.599
H: 2.065 -4.386 -1.949
C: -1.745 4.064 -6.956
C: -0.749 1.097 -2.614
H: -1.330 -3.564 -1.099
H: 3.061 0.514 2.724
H: -1.497 1.970 -5.824
H: 3.412 -0.499 -1.188
C: 1.083 -2.006 -2.825
H: -2.695 4.442 -6.563
H: 1.785 -1.372 5.037
H: -2.382 0.609 -3.901
C: -0.577 4.685 -6.738
H: 2.693 -4.210 -0.278
H: -3.236 1.243 4.925
H: -3.442 -0.647 1.076
H: -3.158 -1.505 2.620
H: 0.725 3.130 -5.596
H: -0.842 3.611 -0.077
H: -1.127 -3.444 2.944
C: 0.431 1.895 -2.456
H: 3.844 -0.820 1.820
H: 1.647 -3.618 3.707
C: -0.933 1.895 -4.898
H: 1.779 0.717 0.128
H: 0.085 -1.600 4.488
C: 0.950 2.602 -3.530
H: -3.029 -3.432 -0.526
P: -1.568 -2.185 0.913
H: 0.965 1.909 -1.505
H: 3.756 -0.882 3.619
C: -0.304 3.391 0.857
C: 1.025 -1.061 4.306
H: 1.565 -2.791 -3.420
C: -1.461 1.180 -3.841
H: -0.914 3.580 5.368
C: -1.370 -3.713 1.907
H: 1.348 -1.016 -3.222
H: 2.042 -3.748 1.965
O: -1.163 0.257 -1.701
O: -1.775 0.900 3.414
H: -0.008 -2.120 -2.872
H: -2.317 -4.272 1.889
H: -3.945 -2.371 1.247
C: -2.092 -2.881 -0.697
P: 1.620 -1.444 2.615
H: -0.565 -4.337 1.496
H: 0.838 0.018 4.394
C: -3.193 -1.618 1.527
H: -2.425 -0.335 4.928
C: 3.237 -0.569 2.702
H: -0.326 4.264 1.525
O: -1.888 3.468 3.542